Run 1
This record from OMol25 describes 2 unconnected molecules or ions with the total composition C12H17N. The level of theory is ωB97M-V/def2-TZVPD.

Last columns: bonded neighbours and bond lengths (Å).
CARTESIAN COORDINATES (ANGSTROEM)
1 C -0.0700 3.0238 1.5534  C4 1.501, H17 1.087, H18 1.088, H19 1.090
2 C 1.2782 0.4619 -0.7902  C3 1.411, C6 1.389, N10 1.374
3 C 1.2678 1.0865 0.4751  C2 1.411, C4 1.443, C9 1.401
4 C 0.3636 2.2061 0.3720  C1 1.501, C3 1.443, C5 1.352
5 C -0.0604 2.2486 -0.9110  C4 1.352, N10 1.380, H15 1.076
6 C 2.1495 -0.5667 -1.1239  C2 1.389, C7 1.392, H11 1.081
7 C 2.9990 -1.0282 -0.1230  C6 1.392, C8 1.414, H12 1.082
8 C 2.8415 -0.5668 1.2047  C7 1.414, C9 1.377, H14 1.081
9 C 2.0289 0.5062 1.4979  C3 1.401, C8 1.377, H16 1.080
10 N 0.4655 1.1912 -1.6250  C2 1.374, C5 1.380, H13 1.003
11 H 2.2923 -1.0610 -2.0741  C6 1.081
12 H 3.8880 -1.6223 -0.2873  C7 1.082
13 H 0.5002 1.1435 -2.6265  N10 1.003
14 H 3.5053 -0.9968 1.9420  C8 1.081
15 H -0.8440 2.8406 -1.3510  C5 1.076
16 H 2.0046 0.9423 2.4860  C9 1.080
17 H 0.6266 2.9218 2.3819  C1 1.087
18 H -1.0416 2.6718 1.8921  C1 1.088
19 H -0.2171 4.0713 1.2888  C1 1.090
20 C -2.2157 -2.3618 -0.6623  C21 1.523, C22 1.535, H23 1.085, H24 1.090
21 C -2.4362 -1.0384 -1.3834  C20 1.523, H25 1.091, H26 1.088, H29 1.088
22 C -1.8501 -2.1281 0.8098  C20 1.535, H27 1.096, H28 1.089, H30 1.089
23 H -1.4145 -2.9154 -1.1415  C20 1.085
24 H -3.1424 -2.9333 -0.7099  C20 1.090
25 H -1.6295 -0.3243 -1.2123  C21 1.091
26 H -2.4435 -1.2096 -2.4579  C21 1.088
27 H -1.2542 -1.2283 1.0033  C22 1.096
28 H -1.4565 -2.9773 1.3655  C22 1.089
29 H -3.3606 -0.5522 -1.0795  C21 1.088
30 H -2.7747 -1.8052 1.2865  C22 1.089

Frontier orbital gap (eV): 8.8
SMILES string: Cc1c[nH]c2ccccc12.CCC

Results of the Mulliken charge analysis, in e, for atoms 1 through 5: -1.365, -0.066, 1.053, 0.562, -0.722

***

Run 2
This record from OMol25 describes 2 unconnected molecules or ions with the total composition C12H17N. The level of theory is ωB97M-V/def2-TZVPD.

Last columns: bonded neighbours and bond lengths (Å).
CARTESIAN COORDINATES (ANGSTROEM)
1 C 1.9835 2.0305 -0.9949  C2 1.545, C3 1.553, H4 1.090, H5 1.089
2 C 3.3131 1.9484 -0.2125  C1 1.545, H6 1.100, H7 1.077, H10 1.088
3 C 1.1870 3.3606 -1.0794  C1 1.553, H8 1.096, H9 1.091, H11 1.087
4 H 2.1191 1.6588 -2.0107  C1 1.090
5 H 1.2546 1.4129 -0.4730  C1 1.089
6 H 3.6317 2.9811 -0.0056  C2 1.100
7 H 4.0795 1.5103 -0.8289  C2 1.077
8 H 1.6949 4.0812 -1.7303  C3 1.096
9 H 0.2569 3.0710 -1.5706  C3 1.091
10 H 3.1719 1.6139 0.8133  C2 1.088
11 H 1.0339 3.6481 -0.0427  C3 1.087
12 C -0.8137 -4.0356 1.1114  C15 1.497, H28 1.088, H29 1.091, H30 1.090
13 C -0.9779 -0.6452 -0.4141  C14 1.425, C17 1.382, N21 1.368
14 C -1.0667 -1.5143 0.7115  C13 1.425, C15 1.444, C20 1.386
15 C -0.6995 -2.8275 0.2348  C12 1.497, C14 1.444, C16 1.351
16 C -0.4199 -2.7148 -1.0823  C15 1.351, N21 1.389, H26 1.080
17 C -1.4983 0.6347 -0.3868  C13 1.382, C18 1.384, H22 1.093
18 C -2.1231 1.0956 0.7583  C17 1.384, C19 1.397, H23 1.086
19 C -2.2570 0.2491 1.8619  C18 1.397, C20 1.387, H25 1.079
20 C -1.7733 -1.0497 1.8098  C14 1.386, C19 1.387, H27 1.093
21 N -0.5584 -1.3913 -1.4807  C13 1.368, C16 1.389, H24 1.004
22 H -1.4164 1.4348 -1.1264  C17 1.093
23 H -2.5369 2.0999 0.7603  C18 1.086
24 H -0.2521 -1.0685 -2.3802  N21 1.004
25 H -2.7446 0.5680 2.7702  C19 1.079
26 H -0.0312 -3.4106 -1.8115  C16 1.080
27 H -1.9959 -1.7164 2.6468  C20 1.093
28 H -1.8254 -4.1172 1.5020  C12 1.088
29 H -0.1681 -3.9072 1.9820  C12 1.091
30 H -0.5678 -5.0006 0.6683  C12 1.090

Frontier orbital gap (eV): 8.8
SMILES string: Cc1c[nH]c2ccccc12.CCC

Results of the Mulliken charge analysis, in e, for atoms 1 through 5: 0.207, -1.147, -1.162, 0.347, -0.148

***

Run 3
This record from OMol25 describes 2 unconnected molecules or ions with the total composition C12H17N. The level of theory is ωB97M-V/def2-TZVPD.

Last columns: bonded neighbours and bond lengths (Å).
CARTESIAN COORDINATES (ANGSTROEM)
1 C 1.9997 -1.3921 2.2549  C2 1.551, C3 1.498, H4 1.106, H5 1.029
2 C 2.5882 -0.1010 1.6284  C1 1.551, H6 1.086, H7 1.169, H10 1.086
3 C 2.9396 -2.5431 2.4477  C1 1.498, H8 1.137, H9 1.126, H11 1.105
4 H 1.4994 -1.0572 3.1828  C1 1.106
5 H 1.2401 -1.7177 1.6426  C1 1.029
6 H 1.8044 0.6183 1.4115  C2 1.086
7 H 3.0855 -0.3304 0.5952  C2 1.169
8 H 3.9159 -2.2073 1.9715  C3 1.137
9 H 3.0724 -2.6507 3.5610  C3 1.126
10 H 3.2842 0.3197 2.3488  C2 1.086
11 H 2.6294 -3.4645 1.9229  C3 1.105
12 C -2.7536 -0.4330 -3.3286  C15 1.433, H28 1.125, H29 1.105, H30 1.091
13 C -1.1674 0.6006 -0.1731  C14 1.349, C17 1.382, N21 1.432
14 C -1.6869 0.8840 -1.3850  C13 1.349, C15 1.462, C20 1.383
15 C -1.9393 -0.3342 -2.1534  C12 1.433, C14 1.462, C16 1.408
16 C -1.3754 -1.3817 -1.3995  C15 1.408, N21 1.489, H26 1.028
17 C -0.6331 1.4817 0.7477  C13 1.382, C18 1.375, H22 1.049
18 C -0.5827 2.7903 0.3296  C17 1.375, C19 1.414, H23 1.061
19 C -1.0407 3.1630 -0.9547  C18 1.414, C20 1.346, H25 1.046
20 C -1.5500 2.2092 -1.7556  C14 1.383, C19 1.346, H27 1.050
21 N -0.9406 -0.8110 -0.0948  C13 1.432, C16 1.489, H24 1.039
22 H -0.3255 1.2747 1.7285  C17 1.049
23 H -0.1373 3.4706 1.0106  C18 1.061
24 H -0.9084 -1.3103 0.8159  N21 1.039
25 H -0.9693 4.1942 -1.1176  C19 1.046
26 H -1.3432 -2.4090 -1.3636  C16 1.028
27 H -1.8991 2.4271 -2.7219  C20 1.050
28 H -2.2914 -0.0230 -4.2691  C12 1.125
29 H -3.6640 0.1276 -3.0492  C12 1.105
30 H -2.8509 -1.3950 -3.8333  C12 1.091

Frontier orbital gap (eV): 8.8
SMILES string: Cc1c[nH]c2ccccc12.CCC

Results of the Mulliken charge analysis, in e, for atoms 1 through 5: 0.087, -1.085, -0.992, 0.353, -0.040

***

Run 4
This record from OMol25 describes 2 unconnected molecules or ions with the total composition C12H17N. The level of theory is ωB97M-V/def2-TZVPD.

Last columns: bonded neighbours and bond lengths (Å).
CARTESIAN COORDINATES (ANGSTROEM)
1 C 2.6830 -1.7793 -1.1362  C2 1.536, C3 1.541, H4 1.091, H5 1.096
2 C 2.1149 -0.4131 -1.5499  C1 1.536, H6 1.088, H7 1.088, H9 1.090
3 C 2.2987 -2.3461 0.2439  C1 1.541, H8 1.094, H10 1.072, H11 1.089
4 H 3.7727 -1.8131 -1.1779  C1 1.091
5 H 2.4141 -2.5415 -1.8758  C1 1.096
6 H 2.7992 0.3663 -1.2212  C2 1.088
7 H 2.0080 -0.4775 -2.6306  C2 1.088
8 H 2.6565 -3.3800 0.2621  C3 1.094
9 H 1.1421 -0.2491 -1.0867  C2 1.090
10 H 1.2451 -2.3234 0.4419  C3 1.072
11 H 2.9349 -1.8665 0.9864  C3 1.089
12 C -2.2527 0.4930 -2.0786  C14 1.504, H26 1.078, H27 1.084, H30 1.091
13 C -1.5970 1.0551 0.3601  C14 1.461, C15 1.415, C19 1.392
14 C -1.8301 0.0740 -0.6975  C12 1.504, C13 1.461, C16 1.348
15 C -1.0267 0.3157 1.4232  C13 1.415, C20 1.397, N21 1.364
16 C -1.4731 -1.1329 -0.2141  C14 1.348, N21 1.393, H28 1.078
17 C -1.0597 3.0781 1.5139  C18 1.399, C19 1.390, H22 1.082
18 C -0.7268 2.3404 2.6546  C17 1.399, C20 1.383, H23 1.083
19 C -1.5082 2.4438 0.3616  C13 1.392, C17 1.390, H24 1.083
20 C -0.6802 0.9585 2.6140  C15 1.397, C18 1.383, H25 1.084
21 N -1.0312 -1.0095 1.1009  C15 1.364, C16 1.393, H29 1.001
22 H -1.0019 4.1582 1.5171  C17 1.082
23 H -0.2544 2.8352 3.4944  C18 1.083
24 H -1.4671 2.9987 -0.5679  C19 1.083
25 H -0.5248 0.3455 3.4947  C20 1.084
26 H -1.9051 1.4792 -2.3420  C12 1.078
27 H -3.3347 0.4903 -2.1484  C12 1.084
28 H -1.5552 -2.1063 -0.6695  C16 1.078
29 H -1.0322 -1.7942 1.7217  N21 1.001
30 H -1.8082 -0.1995 -2.7943  C12 1.091

Frontier orbital gap (eV): 8.9
SMILES string: Cc1c[nH]c2ccccc12.CCC

Results of the Mulliken charge analysis, in e, for atoms 1 through 5: -0.442, -0.573, -0.903, 0.336, 0.284

***

Computed stability ranking, most favorable first: run 1, run 4, run 2, run 3